This record from the OMol25 dataset describes 2 unconnected molecules or ions with the total composition CHFNO3S. The level of theory is the ωB97M-V functional and the def2-TZVPD basis.

```
! wB97M-V def2-TZVPD RIJCOSX def2/J DEFGRID3
* xyz -1 3
C 1.212 -0.595 -0.165
N 1.910 -0.758 0.876
O -1.732 0.760 -1.689
O -1.053 1.996 0.340
O -1.840 -0.407 0.508
F 1.411 -1.514 -1.179
S -1.274 0.728 -0.323
H 1.365 -0.211 1.632
*
```

Computed properties:
Molar mass, g mol⁻¹: 126.1
ΔE to the lowest compared entry with this formula, charge and spin, eV: 0.426
<S²>: 2.0083

These are the Löwdin partial charges, in e, on atoms 1 to 4: number 1, C, carries -0.21; number 2, N, carries 0.08; number 3, O, carries -0.43; number 4, O, carries -0.44

This record from the OMol25 dataset describes a molecular structure, C18H34MoN5O6SbSe5. The level of theory is the ωB97M-V functional and the def2-TZVPD basis.

```
! wB97M-V def2-TZVPD RIJCOSX def2/J DEFGRID3
* xyz -2 3
Mo -0.235 -1.400 1.014
C -0.438 1.330 0.726
C -0.176 1.516 -0.605
C 1.199 1.022 -0.849
C 1.656 0.527 0.347
C 0.667 0.662 1.406
C 1.160 1.227 2.750
C 1.865 2.562 2.448
C 0.013 1.505 3.720
C 2.159 0.294 3.422
C 2.194 1.030 -2.035
C 2.538 -0.412 -2.445
C 1.778 1.773 -3.303
C 3.494 1.712 -1.563
C -1.239 2.088 -1.545
C -0.775 3.377 -2.268
C -2.498 2.468 -0.752
C -1.680 1.016 -2.559
H -1.317 1.656 1.259
H 2.648 0.142 0.524
H 1.200 3.236 1.896
H 2.767 2.404 1.848
H 2.156 3.052 3.383
H -0.698 2.228 3.312
H 0.424 1.909 4.653
H -0.528 0.596 3.967
H 2.923 -0.064 2.727
H 1.647 -0.567 3.836
H 2.652 0.801 4.258
H 1.711 -0.861 -3.004
H 2.746 -1.037 -1.573
H 3.418 -0.424 -3.099
H 0.826 1.431 -3.704
H 2.540 1.603 -4.071
H 1.719 2.849 -3.130
H 4.000 1.129 -0.792
H 3.273 2.699 -1.151
H 4.186 1.830 -2.406
H -0.043 3.917 -1.663
H -1.632 4.039 -2.430
H -0.337 3.178 -3.244
H -2.286 3.259 -0.027
H -2.929 1.617 -0.225
H -3.258 2.834 -1.449
H -0.830 0.587 -3.101
H -2.372 1.441 -3.295
H -2.199 0.209 -2.033
N -0.208 -1.935 -1.515
N -1.335 -2.655 -1.921
C -1.846 -3.661 -1.131
N -2.740 -4.447 -1.780
N -1.385 -3.792 0.083
N -1.955 -4.798 0.885
O -2.911 -5.468 0.453
O -1.449 -4.966 1.947
H -0.206 -1.025 -1.964
H 0.659 -2.441 -1.663
H -1.376 -2.874 -2.904
H -3.271 -3.991 -2.504
H -3.251 -5.029 -1.125
Se 0.806 -5.796 4.281
Sb 0.905 -3.399 4.051
Se -1.068 -1.935 3.108
Se 1.688 -2.696 1.096
Se 1.771 -2.388 6.069
O -3.782 -2.471 1.623
Se -3.479 -0.940 1.147
O -4.536 -0.379 0.023
O -1.950 -1.037 0.223
O -3.170 0.133 2.340
*
```

Computed properties:
Molar mass, g mol⁻¹: 1029.0
ΔE to the lowest compared entry with this formula, charge and spin, eV: 1.520
<S²>: 2.0935

These are the Löwdin partial charges, in e, on atoms 1 to 4: number 1, Mo, carries 0.86; number 2, C, carries -0.09; number 3, C, carries -0.13; number 4, C, carries -0.12

This record from the OMol25 dataset describes 8 unconnected molecules or ions with the total composition C45H119N7O15. The level of theory is the ωB97M-V functional and the def2-TZVPD basis.

```
! wB97M-V def2-TZVPD RIJCOSX def2/J DEFGRID3
* xyz 6 1
C -20.066 -19.402 23.789
C -19.373 -18.823 22.549
C -18.862 -19.983 21.662
O -20.111 -17.809 21.893
H -19.442 -19.936 24.506
H -20.862 -20.088 23.501
H -20.452 -18.560 24.364
H -18.459 -18.391 22.971
H -19.658 -20.608 21.250
H -18.403 -20.710 22.335
H -18.139 -19.766 20.876
C -22.305 -13.668 22.617
O -22.364 -15.095 22.838
C -23.689 -15.538 22.915
C -23.838 -17.091 23.080
N -22.989 -17.781 22.000
H -23.059 -17.391 21.066
H -21.979 -17.653 22.058
C -23.094 -19.341 21.969
C -24.461 -19.850 21.501
O -24.861 -19.192 20.304
C -24.559 -19.905 19.112
H -22.901 -13.070 23.308
H -22.738 -13.315 21.679
H -21.320 -13.201 22.598
H -24.174 -15.261 21.977
H -24.245 -14.984 23.672
H -24.851 -17.478 22.973
H -23.551 -17.413 24.081
H -22.780 -19.534 22.994
H -22.302 -19.466 21.230
H -25.257 -19.676 22.226
H -24.259 -20.920 21.447
H -24.891 -20.944 19.077
H -23.469 -19.968 19.075
H -24.914 -19.406 18.212
C -22.215 -22.911 22.014
O -22.258 -22.163 20.815
C -22.660 -22.927 19.661
C -21.604 -23.732 18.952
N -20.443 -22.718 18.653
H -20.722 -21.816 18.287
H -19.930 -22.515 19.503
C -19.415 -23.432 17.796
C -18.125 -22.625 17.736
O -17.734 -22.069 19.017
C -17.095 -22.922 19.936
H -23.148 -23.386 22.321
H -21.816 -22.231 22.765
H -21.537 -23.764 21.933
H -22.965 -22.147 18.964
H -23.546 -23.495 19.946
H -21.958 -24.051 17.971
H -21.219 -24.673 19.345
H -19.958 -23.618 16.870
H -19.220 -24.396 18.265
H -18.251 -21.746 17.103
H -17.314 -23.164 17.246
H -16.465 -23.701 19.505
H -17.873 -23.517 20.419
H -16.529 -22.341 20.663
C -25.563 -27.386 27.005
O -24.631 -26.391 26.600
C -23.790 -26.768 25.508
C -22.576 -25.840 25.322
N -21.613 -25.803 26.511
H -22.034 -25.457 27.365
H -21.452 -26.788 26.687
C -20.211 -25.261 26.169
C -20.344 -23.800 25.702
O -20.984 -22.972 26.694
C -21.036 -21.632 26.313
H -25.740 -27.177 28.060
H -25.149 -28.384 27.168
H -26.433 -27.533 26.366
H -24.397 -26.773 24.601
H -23.565 -27.830 25.621
H -22.961 -24.833 25.160
H -21.993 -26.194 24.473
H -19.891 -26.054 25.495
H -19.671 -25.280 27.116
H -20.902 -23.749 24.765
H -19.377 -23.362 25.449
H -21.484 -20.957 27.042
H -21.654 -21.547 25.418
H -20.058 -21.180 26.136
C -15.269 -15.898 20.043
O -16.509 -16.354 19.546
C -16.580 -17.797 19.519
C -17.708 -18.217 18.621
N -19.149 -17.704 19.075
H -19.776 -18.427 18.748
H -19.216 -17.611 20.082
C -19.608 -16.404 18.422
C -20.818 -15.867 19.091
O -21.899 -16.807 19.181
C -22.704 -16.788 17.987
H -14.891 -16.303 20.983
H -15.337 -14.816 20.150
H -14.502 -16.071 19.286
H -16.826 -18.102 20.538
H -15.581 -18.118 19.223
H -17.861 -19.287 18.492
H -17.553 -17.705 17.671
H -19.894 -16.631 17.394
H -18.812 -15.677 18.265
H -21.198 -14.973 18.596
H -20.472 -15.581 20.085
H -22.086 -17.165 17.171
H -23.111 -15.816 17.709
H -23.525 -17.499 18.079
C -10.330 -24.076 27.800
O -11.238 -23.961 26.688
C -11.589 -25.256 26.128
C -12.532 -25.127 24.924
N -13.753 -24.290 25.243
H -14.146 -24.769 26.044
H -13.388 -23.387 25.523
C -14.846 -24.152 24.180
C -15.971 -23.165 24.604
O -15.385 -22.012 25.229
C -16.358 -20.973 25.181
H -9.390 -24.411 27.360
H -10.741 -24.821 28.481
H -10.240 -23.071 28.210
H -12.062 -25.880 26.889
H -10.706 -25.822 25.829
H -12.838 -26.101 24.543
H -12.148 -24.549 24.083
H -15.270 -25.148 24.049
H -14.314 -23.952 23.250
H -16.686 -23.658 25.262
H -16.373 -22.937 23.615
H -17.303 -21.303 25.618
H -16.637 -20.695 24.163
H -16.096 -20.072 25.735
C -12.384 -13.027 21.034
O -12.580 -14.129 21.933
C -12.076 -13.883 23.230
C -11.815 -15.286 23.779
N -13.106 -16.148 23.721
H -13.919 -15.631 24.028
H -13.159 -16.500 22.773
C -12.923 -17.435 24.554
C -13.903 -18.550 24.184
O -13.596 -18.970 22.885
C -14.582 -19.652 22.191
H -12.949 -13.209 20.122
H -11.353 -12.824 20.743
H -12.720 -12.118 21.535
H -12.743 -13.318 23.882
H -11.090 -13.454 23.047
H -11.393 -15.277 24.785
H -11.105 -15.917 23.244
H -13.258 -17.145 25.551
H -11.872 -17.718 24.584
H -14.917 -18.171 24.322
H -13.733 -19.371 24.883
H -14.684 -20.652 22.618
H -14.302 -19.678 21.139
H -15.516 -19.103 22.324
C -18.553 -13.126 20.693
O -18.815 -14.097 21.700
C -17.823 -15.036 22.018
C -17.945 -15.340 23.533
N -19.448 -15.614 23.897
H -19.921 -14.762 23.618
H -19.690 -16.481 23.427
C -19.680 -15.760 25.369
C -20.966 -15.138 25.878
O -20.859 -13.777 25.666
C -22.014 -13.061 26.055
H -18.365 -13.607 19.733
H -17.726 -12.497 21.025
H -19.345 -12.380 20.630
H -16.830 -14.609 21.874
H -17.926 -15.978 21.478
H -17.673 -14.406 24.026
H -17.199 -16.058 23.874
H -18.881 -15.256 25.913
H -19.525 -16.812 25.608
H -21.116 -15.234 26.955
H -21.827 -15.650 25.442
H -21.979 -12.024 25.723
H -22.177 -13.048 27.133
H -22.866 -13.415 25.473
*
```

Computed properties:
Molar mass, g mol⁻¹: 998.5
ΔE to the lowest compared entry with this formula, charge and spin, eV: 3.409

These are the Löwdin partial charges, in e, on atoms 1 to 4: number 1, C, carries -0.06; number 2, C, carries -0.57; number 3, C, carries -0.06; number 4, O, carries -0.30

This record from the OMol25 dataset describes 2 unconnected molecules or ions with the total composition C4H8NO3. The level of theory is the ωB97M-V functional and the def2-TZVPD basis.

```
! wB97M-V def2-TZVPD RIJCOSX def2/J DEFGRID3
* xyz -1 1
O -0.486 1.345 0.124
C 0.217 0.340 -0.161
N 0.334 -0.157 -1.362
C -0.798 0.547 -2.859
O -1.122 -0.490 -3.477
C 0.928 -0.386 1.044
C -0.024 -0.652 2.209
O -0.745 0.507 2.490
H 0.998 -0.899 -1.552
H 0.037 1.091 -3.317
H -1.506 0.999 -2.129
H 1.556 -1.273 0.840
H 1.771 0.285 1.255
H -0.791 -1.437 2.058
H 0.473 -0.903 3.170
H -0.841 1.082 1.667
*
```

Computed properties:
Molar mass, g mol⁻¹: 118.1
ΔE to the lowest compared entry with this formula, charge and spin, eV: 3.062

These are the Löwdin partial charges, in e, on atoms 1 to 4: number 1, O, carries -0.07; number 2, C, carries -0.57; number 3, N, carries 0.08; number 4, C, carries -0.32

Calculated total energy readings, ordered: -817.16247 -13747.01853 -3295.21789 -437.69296 hartree
Largest force on an atom readings, ordered: 4.09 2.31 3.18 2.26 eV/Å